1.
{
  "formula": "C16H28Br2GaIN5O10S",
  "method": "ωB97M-V/def2-TZVPD",
  "homo_lumo_gap_ev": 6.779,
  "de_lowest_kj_mol": 0.00,
  "lumo_energy_ev": 1.35,
  "total_charge": -1,
  "homo_energy_ev": -5.43,
  "largest_force_ha_per_bohr": 0.02596,
  "elements": ["C", "C", "Br", "C", "Br", "Ga", "S", "I", "C", "C", "C", "C", "C", "C", "C", "C", "H", "H", "H", "H", "H", "H", "H", "H", "H", "H", "H", "H", "H", "C", "N", "O", "O", "H", "H", "H", "C", "N", "O", "O", "H", "H", "H", "C", "N", "O", "O", "H", "H", "H", "C", "N", "O", "O", "H", "H", "H", "C", "N", "O", "O", "H", "H", "H"],
  "positions_angstrom": [[0.32952, 4.19342, 5.37957], [1.02357, 2.91418, 4.94541], [2.74528, 2.55370, 5.77068], [0.47975, 2.11138, 4.03551], [1.44924, 0.51737, 3.52704], [-1.31121, 2.40116, 3.09412], [-2.92356, 2.18370, 4.75578], [-1.77540, 0.44808, 1.41871], [-1.55803, 4.24179, 2.31506], [-1.08940, 4.46065, 0.82680], [-0.04793, 3.50208, 0.25055], [-0.37193, 2.89596, -0.95829], [0.48579, 2.03475, -1.59079], [1.71170, 1.72626, -1.02695], [2.05933, 2.32438, 0.16743], [1.18931, 3.21324, 0.78927], [1.00364, 4.70616, 6.08060], [0.20408, 4.87580, 4.53503], [-0.60524, 4.00257, 5.91770], [-2.94940, 0.84247, 4.92528], [-1.11468, 5.04325, 2.91647], [-2.64260, 4.43092, 2.32062], [-0.67365, 5.48029, 0.76688], [-1.96635, 4.45023, 0.17121], [-1.34153, 3.11175, -1.40450], [0.16391, 1.61470, -2.54289], [2.39394, 1.04098, -1.51914], [3.01982, 2.10189, 0.62558], [1.49235, 3.68013, 1.72827], [2.64111, -2.26495, 0.85862], [3.31418, -1.53418, -0.24430], [3.53699, -0.35678, -0.08865], [3.59895, -2.17794, -1.24456], [2.47106, -1.56133, 1.65572], [1.70469, -2.65899, 0.47010], [3.30071, -3.06391, 1.17959], [-4.84861, -0.86342, -0.32086], [-5.86580, -0.97923, -1.40396], [-5.58237, -0.53330, -2.49788], [-6.91797, -1.51614, -1.11881], [-3.97026, -0.36820, -0.71697], [-5.28945, -0.28121, 0.48289], [-4.60875, -1.86957, 0.01039], [4.32400, -6.48798, 1.39970], [3.56503, -5.51491, 2.23158], [2.37942, -5.71082, 2.38504], [4.19522, -4.58660, 2.69811], [3.63938, -7.25398, 1.05336], [4.75036, -5.93973, 0.56406], [5.10225, -6.91496, 2.02563], [1.36751, -2.95318, -3.39935], [-0.02983, -2.72387, -2.94572], [-0.25220, -2.72113, -1.75702], [-0.86859, -2.55143, -3.81181], [1.99853, -3.08857, -2.52947], [1.36406, -3.84364, -4.02226], [1.67338, -2.07900, -3.96716], [-2.59796, -0.94645, -5.94081], [-1.91114, -0.31565, -7.10072], [-1.67433, 0.87263, -7.04083], [-1.63246, -1.04141, -8.03519], [-2.78267, -0.18680, -5.18972], [-3.53124, -1.36696, -6.30459], [-1.94355, -1.71968, -5.55514]]
}

2.
{
  "formula": "C7H16N",
  "method": "ωB97M-V/def2-TZVPD",
  "homo_lumo_gap_ev": 11.367,
  "smiles": "CCC[C@H]1CC[NH2+]C1",
  "de_lowest_kj_mol": 53.17,
  "lumo_energy_ev": -3.27,
  "total_charge": 1,
  "homo_energy_ev": -14.64,
  "largest_force_ha_per_bohr": 0.05543,
  "elements": ["C", "C", "C", "C", "C", "C", "N", "C", "H", "H", "H", "H", "H", "H", "H", "H", "H", "H", "H", "H", "H", "H", "H", "H"],
  "positions_angstrom": [[1.67863, 0.48584, 1.16369], [2.20151, -0.26289, -0.09132], [1.24816, -0.23579, -1.32423], [-0.25572, -0.18493, -0.98432], [-0.88483, -1.35387, -0.13496], [-2.06664, -0.67810, 0.64090], [-1.77740, 0.79343, 0.55882], [-0.89331, 1.18954, -0.59196], [0.66123, 0.18555, 1.46001], [2.32862, 0.20199, 2.00454], [1.78197, 1.57585, 1.07557], [3.13562, 0.23793, -0.38341], [2.47628, -1.28722, 0.18541], [1.48570, 0.63361, -1.94963], [1.44481, -1.14572, -1.90507], [-0.72610, -0.37684, -1.96845], [-0.12850, -1.79547, 0.52041], [-1.32893, -2.13723, -0.75579], [-3.08642, -0.93565, 0.35380], [-1.97203, -0.88260, 1.71673], [-1.21016, 1.00172, 1.38201], [-2.55176, 1.44690, 0.68060], [-1.46851, 1.66416, -1.38820], [-0.09222, 1.85979, -0.26516]]
}

3.
{
  "formula": "CH2IN",
  "method": "ωB97M-V/def2-TZVPD",
  "homo_lumo_gap_ev": 10.029,
  "smiles": "[H]/N=C/I",
  "de_lowest_kj_mol": 8.19,
  "lumo_energy_ev": 0.41,
  "homo_energy_ev": -9.61,
  "largest_force_ha_per_bohr": 0.04430,
  "elements": ["H", "N", "C", "I", "H"],
  "positions_angstrom": [[-0.70366, -1.07777, -0.12710], [0.34280, -1.07640, 0.05703], [0.89553, 0.06424, -0.00038], [3.06484, 0.03504, 0.00047], [0.64310, 1.15454, -0.08974]]
}

4.
{
  "formula": "C9H14",
  "method": "ωB97M-V/def2-TZVPD",
  "homo_lumo_gap_ev": 10.129,
  "smiles": "Cc1ccccc1.CC",
  "de_lowest_kj_mol": 114.22,
  "lumo_energy_ev": 1.04,
  "homo_energy_ev": -9.09,
  "largest_force_ha_per_bohr": 0.06313,
  "elements": ["C", "C", "C", "C", "C", "C", "C", "H", "H", "H", "H", "H", "H", "H", "H", "C", "C", "H", "H", "H", "H", "H", "H"],
  "positions_angstrom": [[-2.35439, -0.35055, -1.05846], [-1.17541, 0.59302, -1.09828], [0.07517, 0.09993, -1.51602], [1.18050, 0.88752, -1.27987], [1.07820, 2.18967, -0.85332], [-0.10462, 2.63577, -0.29523], [-1.25150, 1.81085, -0.50364], [-2.25274, -1.14186, -0.31268], [-2.57465, -0.89906, -1.96712], [-3.25894, 0.20737, -0.78158], [0.23583, -0.76018, -2.15821], [2.20374, 0.57868, -1.53517], [1.90458, 2.87107, -0.67709], [-0.33533, 3.52822, 0.28482], [-2.16618, 2.36809, -0.34541], [0.44791, -2.31301, 1.65430], [1.68194, -1.35307, 1.83466], [0.45228, -3.06530, 2.42725], [-0.47414, -1.75556, 1.68181], [0.70444, -2.75905, 0.65738], [1.55585, -0.36540, 1.37954], [1.75440, -1.32356, 2.91314], [2.67308, -1.68358, 1.54918]]
}

5.
{
  "formula": "C5H7NO2",
  "method": "ωB97M-V/def2-TZVPD",
  "homo_lumo_gap_ev": 10.074,
  "smiles": "O=COC1=CCNC1",
  "de_lowest_kj_mol": 148.21,
  "lumo_energy_ev": 0.88,
  "homo_energy_ev": -9.19,
  "largest_force_ha_per_bohr": 0.04857,
  "elements": ["O", "C", "O", "C", "C", "C", "N", "C", "H", "H", "H", "H", "H", "H", "H"],
  "positions_angstrom": [[-0.78650, 1.10501, -2.76571], [-1.23843, 1.62830, -1.80296], [-1.10954, 1.34661, -0.51357], [-0.29453, 0.34648, -0.09188], [0.86525, -0.16467, -0.54851], [1.28551, -1.23377, 0.44069], [0.54501, -0.98418, 1.70093], [-0.69699, -0.30550, 1.20053], [-1.80464, 2.52859, -1.94313], [1.53700, -0.02189, -1.34863], [2.37696, -1.22533, 0.66160], [0.99435, -2.20400, 0.06661], [1.00028, -0.26063, 2.25510], [-1.17684, 0.41888, 1.82470], [-1.49690, -0.97391, 0.86424]]
}

6.
{
  "formula": "CH7O2",
  "method": "ωB97M-V/def2-TZVPD",
  "homo_lumo_gap_ev": 13.793,
  "de_lowest_kj_mol": 46.74,
  "lumo_energy_ev": -4.08,
  "total_charge": 1,
  "homo_energy_ev": -17.87,
  "largest_force_ha_per_bohr": 0.04976,
  "elements": ["O", "H", "H", "H", "C", "O", "H", "H", "H", "H"],
  "positions_angstrom": [[-0.70222, -0.61373, -1.61394], [-1.13352, -0.20426, -2.45374], [-0.33452, -1.42858, -1.97651], [0.31263, -0.33079, -0.60656], [-0.03125, 0.71907, 1.32795], [0.90292, 0.06539, 0.20728], [-0.93058, 1.05940, 0.83967], [0.62549, 1.50767, 1.75992], [-0.21988, -0.10781, 2.05688], [1.51094, -0.66637, 0.45905]]
}